1.
A structure of composition C44H34N8Zr. Source: OMol25; level of theory: wB97M-V/def2-TZVPD.

Geometry as XYZ:
```
87
Properties=species:S:1:pos:R:3:nbo_charge:R:1
Zr 0.798 0.205 -0.598 2.307
C 0.533 1.566 -4.636 -0.168
C -0.427 0.506 -4.679 -0.158
C -0.316 -0.604 -3.903 -0.194
C 0.812 -0.692 -3.041 -0.064
C 1.240 -1.612 -2.045 0.106
N 0.341 -2.562 -1.435 -0.436
C -0.744 -1.965 -0.852 0.611
C -3.167 -2.913 -0.844 -0.317
C -4.416 -3.714 -1.035 -0.128
C -5.594 -3.332 -0.541 -0.225
C -5.715 -2.072 0.163 -0.134
C -4.688 -1.206 0.256 -0.251
C -3.405 -1.502 -0.329 0.135
C -2.447 -0.519 -0.417 0.213
N -2.723 0.734 0.063 -0.412
C -1.938 1.699 0.303 0.429
N -0.492 1.786 0.176 -0.808
C -0.128 2.987 0.715 0.514
N 1.084 3.514 0.867 -0.512
C 2.158 2.956 0.362 0.518
N 2.218 1.791 -0.324 -0.840
C 3.552 1.651 -0.842 0.547
N 3.853 0.729 -1.659 -0.404
C 2.748 -0.032 -2.041 0.196
N 2.439 -1.243 -1.505 -0.490
C 1.772 0.362 -3.003 -0.182
C 1.619 1.517 -3.820 -0.177
C 4.358 2.750 -0.304 -0.148
C 5.695 3.061 -0.442 -0.139
C 6.143 4.216 0.193 -0.158
C 5.277 5.027 0.924 -0.168
C 3.928 4.715 1.050 -0.163
C 3.491 3.561 0.429 -0.039
C -1.292 3.738 1.151 -0.062
C -1.392 4.993 1.735 -0.146
C -2.668 5.444 2.032 -0.187
C -3.793 4.664 1.749 -0.149
C -3.683 3.408 1.167 -0.160
C -2.407 2.963 0.876 -0.082
N -1.202 -0.765 -1.036 -0.717
H 0.387 2.416 -5.289 0.246
H -1.261 0.601 -5.361 0.244
H -1.042 -1.404 -3.945 0.239
H -4.307 -4.659 -1.555 0.226
H -6.471 -3.953 -0.660 0.242
H -6.671 -1.813 0.598 0.236
H -4.815 -0.251 0.742 0.244
H 2.365 2.301 -3.806 0.250
H 6.364 2.436 -1.018 0.247
H 7.185 4.496 0.117 0.242
H 5.666 5.918 1.398 0.242
H 3.249 5.345 1.608 0.246
H -0.511 5.583 1.944 0.243
H -2.803 6.416 2.486 0.240
H -4.773 5.054 1.992 0.239
H -4.555 2.808 0.946 0.239
C -2.170 -2.093 2.464 -0.665
C -0.967 -2.100 1.563 0.100
C 0.124 -1.367 1.902 -0.121
C 0.068 -0.462 3.109 -0.649
C 1.467 -1.667 1.316 -0.108
C 2.663 -0.882 1.820 -0.663
C 1.668 -2.796 0.580 0.180
C 3.000 -3.447 0.415 -0.677
C 0.532 -3.436 -0.181 0.145
C 0.686 -4.898 -0.516 -0.640
C -0.928 -2.918 0.286 -0.104
C -2.170 -3.772 -0.001 -0.396
H -1.908 -2.512 3.440 0.246
H -3.015 -2.651 2.077 0.234
H -2.520 -1.075 2.639 0.242
H -0.875 0.081 3.153 0.235
H 0.869 0.272 3.133 0.228
H 0.146 -1.046 4.030 0.252
H 3.508 -0.971 1.142 0.248
H 2.981 -1.205 2.814 0.262
H 2.445 0.186 1.921 0.226
H 2.947 -4.448 0.853 0.258
H 3.802 -2.916 0.914 0.243
H 3.265 -3.569 -0.636 0.251
H 1.648 -5.101 -0.982 0.246
H -0.084 -5.215 -1.214 0.236
H 0.607 -5.499 0.391 0.245
H -2.627 -4.143 0.913 0.243
H -1.917 -4.646 -0.597 0.239
H -2.674 -2.811 -1.826 0.243
```

As for the charge: +2. Its frontier orbital gap is 5.6 eV.

2.
A structure of composition C44H35AuOPSi. Source: OMol25; level of theory: wB97M-V/def2-TZVPD.

Geometry as XYZ:
```
83
Properties=species:S:1:pos:R:3:nbo_charge:R:1
Au 1.217 -0.524 -1.120 0.530
C 3.177 -0.578 -1.010 -0.303
C 4.393 -0.592 -0.947 -0.274
C 5.827 -0.586 -0.822 0.015
C 6.604 -1.639 -1.319 -0.223
C 7.987 -1.632 -1.187 -0.217
C 8.631 -0.573 -0.558 -0.246
C 7.872 0.483 -0.064 -0.217
C 6.489 0.478 -0.195 -0.224
H 6.103 -2.464 -1.809 0.216
H 8.566 -2.459 -1.583 0.202
H 9.708 -0.570 -0.453 0.200
H 8.360 1.320 0.421 0.201
H 5.894 1.300 0.184 0.218
C 1.699 -1.106 6.560 -0.224
C 1.581 -2.164 5.668 -0.239
C 1.416 -1.911 4.307 -0.139
C 1.353 -0.606 3.818 -0.328
C 1.481 0.446 4.728 -0.217
C 1.653 0.201 6.085 -0.207
P 1.043 -0.408 1.993 0.848
C 1.776 1.255 1.724 -0.318
C 1.126 2.261 1.014 -0.207
C 1.770 3.461 0.725 -0.233
C 3.081 3.663 1.129 -0.170
C 3.751 2.653 1.814 -0.229
C 3.106 1.460 2.101 -0.210
C -0.770 -0.071 2.114 -0.237
C -1.345 1.056 2.705 -0.237
C -2.724 1.171 2.818 -0.230
C -3.553 0.160 2.340 -0.193
C -2.995 -0.966 1.753 -0.221
C -1.612 -1.079 1.645 -0.209
H 1.831 -1.296 7.618 0.204
H 1.627 -3.185 6.026 0.205
H 1.336 -2.738 3.609 0.208
H 1.452 1.469 4.371 0.219
H 1.749 1.033 6.774 0.204
H 0.116 2.094 0.655 0.230
H 1.245 4.232 0.172 0.207
H 3.584 4.595 0.902 0.195
H 4.784 2.792 2.112 0.204
H 3.645 0.672 2.615 0.219
H -0.712 1.852 3.082 0.212
H -3.156 2.055 3.277 0.204
H -4.628 0.262 2.409 0.212
H -3.635 -1.748 1.357 0.215
H -1.169 -1.949 1.169 0.221
O -0.802 -0.400 -1.158 -1.318
Si -2.147 -0.391 -2.007 1.957
C -2.807 -2.113 -2.373 -0.506
C -3.592 -2.387 -3.499 -0.136
C -4.105 -3.659 -3.733 -0.248
C -3.833 -4.692 -2.845 -0.226
C -3.045 -4.450 -1.724 -0.213
C -2.539 -3.173 -1.493 -0.193
C -1.989 0.486 -3.668 -0.509
C -0.812 0.330 -4.418 -0.177
C -0.633 0.996 -5.626 -0.224
C -1.630 1.835 -6.114 -0.227
C -2.806 2.000 -5.393 -0.237
C -2.978 1.334 -4.182 -0.149
C -3.494 0.514 -1.053 -0.410
C -3.146 1.660 -0.325 -0.208
C -4.099 2.386 0.381 -0.209
C -5.429 1.977 0.378 -0.237
C -5.798 0.839 -0.329 -0.235
C -4.838 0.117 -1.036 -0.226
H -3.798 -1.593 -4.212 0.203
H -4.712 -3.845 -4.611 0.201
H -4.226 -5.685 -3.029 0.201
H -2.821 -5.255 -1.034 0.203
H -1.909 -2.992 -0.621 0.217
H -0.019 -0.311 -4.043 0.225
H 0.290 0.871 -6.180 0.206
H -1.487 2.364 -7.050 0.200
H -3.583 2.657 -5.766 0.198
H -3.898 1.481 -3.623 0.201
H -2.105 1.975 -0.305 0.219
H -3.804 3.265 0.942 0.205
H -6.174 2.544 0.925 0.202
H -6.831 0.512 -0.327 0.202
H -5.139 -0.776 -1.577 0.212
```

As for the charge: -1. Its frontier orbital gap is 7.7 eV.

3.
A structure of composition C44H36AsBaBr2ClF7N4O8S2. Source: OMol25; level of theory: wB97M-V/def2-TZVPD.

Geometry as XYZ:
```
106
Properties=species:S:1:pos:R:3:mulliken_spin:R:1
Ba -2.664 0.173 -0.553 -0.021
O 0.552 -2.301 -5.601 0.000
C -0.163 -1.888 -4.511 0.000
C 0.243 -2.210 -3.220 -0.001
C -0.519 -1.744 -2.160 0.001
N -1.599 -1.000 -2.383 0.000
C -2.006 -0.711 -3.632 0.000
C -1.308 -1.142 -4.737 0.000
C -3.302 0.141 -3.741 0.000
O -3.689 0.411 -4.889 0.000
O -3.806 0.459 -2.608 0.000
C -0.214 -1.990 -0.631 0.001
O -0.330 -3.488 -0.417 -0.001
O -1.037 -1.375 0.150 0.006
H 1.296 -2.820 -5.284 0.000
H 1.142 -2.793 -3.049 0.000
H -1.658 -0.892 -5.729 0.000
C 2.417 6.939 -1.830 0.000
C 2.580 5.679 -2.678 0.000
C 4.026 5.404 -3.065 0.000
C 4.862 5.078 -1.833 0.000
C 4.228 3.939 -1.065 -0.002
C 4.982 3.117 -0.252 0.002
C 4.382 2.061 0.420 -0.001
F 5.158 1.281 1.200 0.000
C 3.049 1.798 0.309 0.001
C 2.264 2.620 -0.500 -0.003
C 0.808 2.315 -0.625 -0.002
O 0.369 1.276 -0.143 -0.003
C 0.028 3.322 -1.333 0.001
C 0.682 4.324 -1.962 0.000
N 2.032 4.509 -1.969 0.000
C 2.846 3.691 -1.179 0.001
C -1.492 3.346 -1.402 -0.001
O -2.016 4.401 -1.809 0.000
O -2.061 2.283 -1.001 -0.001
H 2.874 7.802 -2.327 0.000
H 2.880 6.810 -0.847 0.000
H 1.356 7.150 -1.670 0.000
H 1.993 5.795 -3.583 0.000
H 4.426 6.269 -3.598 0.000
H 4.045 4.546 -3.744 0.000
H 4.947 5.964 -1.194 0.000
H 5.877 4.800 -2.125 0.000
H 6.050 3.287 -0.133 0.000
H 2.587 0.970 0.844 0.004
H 0.091 5.048 -2.514 0.000
Br -1.321 2.838 2.208 0.000
C -0.551 1.835 3.651 -0.001
Br 0.662 0.454 3.111 0.008
H -1.366 1.373 4.183 0.000
H -0.010 2.531 4.273 0.000
S -6.477 3.258 0.144 0.000
C -6.454 2.513 1.687 0.002
C -5.342 1.749 1.799 0.000
N -4.504 1.753 0.695 -0.002
C -4.984 2.504 -0.254 0.000
H -7.246 2.664 2.408 0.000
H -5.092 1.135 2.655 -0.001
H -4.495 2.648 -1.224 0.000
F -3.982 -0.994 0.739 -0.011
As -5.372 -1.899 0.097 0.011
F -6.026 -0.441 -0.472 0.000
F -6.128 -1.612 1.600 0.001
F -6.729 -2.758 -0.445 0.000
F -4.681 -3.322 0.759 0.001
F -4.533 -2.167 -1.397 0.000
N 1.232 -1.521 -0.505 0.000
S 2.159 -2.054 0.814 0.001
C 3.782 -1.966 0.147 0.000
C 4.815 -2.534 0.898 0.000
C 6.133 -2.424 0.479 0.000
C 6.446 -1.741 -0.693 0.000
C 5.416 -1.200 -1.456 0.000
C 4.088 -1.311 -1.046 0.000
C 0.619 -4.403 -0.147 0.000
C 0.274 -5.409 0.757 0.000
C 1.156 -6.446 1.035 0.000
C 2.406 -6.499 0.421 0.000
C 2.753 -5.488 -0.474 0.000
C 1.870 -4.453 -0.763 0.000
H 1.108 -0.514 -0.377 0.000
H 4.574 -3.059 1.822 0.000
H 6.922 -2.875 1.072 0.000
H 7.477 -1.632 -1.005 0.000
H 5.642 -0.673 -2.378 0.000
H 3.284 -0.887 -1.640 0.000
H -0.701 -5.346 1.228 0.000
H 0.868 -7.212 1.748 0.000
H 3.101 -7.299 0.645 0.000
H 3.726 -5.502 -0.958 0.000
H 2.167 -3.662 -1.440 0.000
Cl -3.782 0.690 5.251 0.009
C -3.927 -1.051 5.338 0.189
C -4.516 -1.590 6.466 -0.109
C -4.686 -2.967 6.576 0.218
C -4.276 -3.793 5.527 -0.100
C -3.671 -3.251 4.413 0.177
C -3.443 -1.853 4.276 0.096
C -2.763 -1.374 3.138 0.175
H -4.846 -0.928 7.257 -0.003
H -5.146 -3.386 7.465 0.022
H -4.440 -4.864 5.584 -0.007
H -3.375 -3.881 3.579 0.024
H -2.662 -0.309 2.944 0.196
H -2.360 -2.049 2.388 0.118
```

The energy relative to the best compared isomer or geometry (same formula, charge and spin) comes out at 0.0 kJ/mol. The spin multiplicity is 2. As for the charge: -2. Its expectation value of S² is 0.79. Its frontier orbital gap (spin up / spin down) is 6.7 / 6.7 eV.

4.
A structure of composition C44H36IrN6O3S2. Source: OMol25; level of theory: wB97M-V/def2-TZVPD.

Geometry as XYZ:
```
92
Properties=species:S:1:pos:R:3:mulliken_spin:R:1
Ir 1.246 0.618 -0.149 1.170
C -3.789 5.339 -0.294 0.000
O -2.555 6.004 -0.015 0.002
C -1.451 5.287 0.129 0.004
C -0.279 6.036 0.406 0.005
C 0.894 5.386 0.582 0.003
C 1.006 3.963 0.482 -0.015
C 2.226 3.315 0.739 0.005
C 3.472 4.012 1.182 0.003
O 2.403 2.046 0.650 0.019
C -0.182 3.230 0.173 0.014
O -0.253 1.927 0.039 0.098
C -1.397 3.906 0.023 0.002
H -4.533 6.123 -0.379 0.000
H -4.054 4.665 0.521 0.000
H -3.724 4.788 -1.233 0.000
H -0.353 7.111 0.477 0.000
H 1.770 5.977 0.800 0.000
H 3.365 5.076 1.343 0.001
H 4.243 3.839 0.429 0.001
H 3.813 3.544 2.106 0.000
H -2.275 3.312 -0.182 0.000
N 4.328 -1.282 2.412 -0.001
C 4.107 -1.245 3.816 0.005
C 5.064 -1.766 4.665 -0.004
C 4.866 -1.728 6.040 0.002
C 3.710 -1.172 6.557 -0.002
C 2.747 -0.653 5.698 0.002
C 2.949 -0.688 4.332 0.004
S 1.686 -0.021 3.275 0.009
N 2.300 -0.330 1.726 0.091
C 3.454 -0.837 1.486 -0.019
C 3.850 -0.914 0.055 0.034
C 5.040 -1.455 -0.398 -0.009
C 5.324 -1.446 -1.755 0.007
C 4.404 -0.898 -2.631 -0.002
C 3.229 -0.386 -2.116 0.023
N 2.959 -0.395 -0.803 -0.009
H 5.205 -1.666 2.113 0.000
H 5.968 -2.201 4.255 0.000
H 5.617 -2.136 6.701 0.000
H 3.550 -1.142 7.626 0.000
H 1.836 -0.220 6.095 0.000
H 5.756 -1.888 0.285 -0.001
H 6.255 -1.860 -2.119 0.000
H 4.583 -0.864 -3.695 0.000
H 2.474 0.043 -2.760 -0.009
S -3.972 -2.620 3.142 0.000
C -2.587 -1.798 2.375 -0.007
C -1.697 -2.503 1.575 0.007
C -0.660 -1.821 0.969 -0.018
N -0.477 -0.511 1.129 0.140
C -1.307 0.169 1.922 0.002
C -2.371 -0.439 2.563 0.011
C -5.065 -2.551 1.724 -0.001
C -5.926 -1.479 1.552 0.000
C -6.737 -1.467 0.425 0.000
N -6.732 -2.428 -0.494 0.000
C -5.918 -3.462 -0.301 0.000
C -5.067 -3.575 0.790 0.000
H -1.814 -3.567 1.420 0.000
H 0.048 -2.338 0.335 0.018
H -1.116 1.225 2.038 0.009
H -3.026 0.141 3.198 0.001
H -5.973 -0.680 2.279 0.000
H -7.425 -0.647 0.256 0.000
H -5.951 -4.243 -1.052 0.000
H -4.432 -4.442 0.911 0.000
N 0.324 -0.340 -1.482 -0.547
C -0.301 -0.753 -2.493 0.015
C -0.650 0.178 -3.596 -0.031
C -0.628 -0.285 -4.911 0.005
C -0.910 0.590 -5.948 -0.006
C -1.224 1.914 -5.674 0.004
C -1.254 2.371 -4.363 0.000
C -0.962 1.509 -3.319 0.010
C -0.664 -2.194 -2.565 -0.066
C 0.233 -3.163 -2.113 0.004
C -0.121 -4.500 -2.147 0.001
C -1.374 -4.872 -2.621 0.001
C -2.267 -3.909 -3.069 -0.006
C -1.914 -2.568 -3.050 0.008
H -0.387 -1.319 -5.121 0.000
H -0.889 0.236 -6.970 -0.001
H -1.453 2.591 -6.486 0.000
H -1.511 3.401 -4.155 0.000
H -0.993 1.850 -2.293 0.014
H 1.214 -2.864 -1.761 -0.002
H 0.579 -5.255 -1.816 0.000
H -1.650 -5.918 -2.650 0.000
H -3.239 -4.201 -3.442 0.000
H -2.608 -1.815 -3.400 0.000
```

The energy relative to the best compared isomer or geometry (same formula, charge and spin) comes out at 236.7 kJ/mol. The spin multiplicity is 2. As for the charge: +2. Its expectation value of S² is 1.18. Its frontier orbital gap (spin up / spin down) is 5.9 / 5.8 eV.

5.
A structure of composition C44H37AsBCl2F2FeN3O7P. Source: OMol25; level of theory: wB97M-V/def2-TZVPD.

Geometry as XYZ:
```
99
Properties=species:S:1:pos:R:3:mulliken_spin:R:1
Fe 0.795 1.966 0.104 3.801
Cl 1.362 6.069 -3.829 0.220
C 1.158 5.574 -2.003 0.056
C 0.938 6.725 -1.170 0.026
C 0.814 6.834 0.176 -0.049
Cl 0.669 8.460 0.825 -0.002
C 0.870 5.795 1.206 0.054
C 1.604 5.931 2.389 0.021
C 1.705 4.874 3.275 -0.001
C 1.091 3.671 2.968 0.035
N 0.352 3.532 1.870 0.057
C 0.229 4.579 1.075 -0.101
C 1.207 4.294 -1.750 0.535
O 1.189 3.070 -1.822 0.172
H 0.893 7.655 -1.726 0.009
H 2.121 6.860 2.586 0.001
H 2.290 4.971 4.179 0.000
H 1.180 2.794 3.596 0.005
O 2.831 3.191 0.459 0.066
C 3.381 2.073 0.407 -0.026
O 2.710 1.001 0.519 0.056
C 4.857 1.966 0.179 0.014
C 5.639 3.109 0.065 -0.001
C 6.998 3.001 -0.192 0.000
C 7.582 1.756 -0.333 0.000
C 6.790 0.620 -0.219 0.001
C 5.432 0.712 0.033 0.002
N 7.399 -0.693 -0.384 0.000
O 6.669 -1.664 -0.389 0.000
O 8.607 -0.751 -0.506 0.000
H 5.161 4.074 0.172 0.003
H 7.604 3.891 -0.293 0.000
H 8.637 1.638 -0.536 0.000
H 4.823 -0.174 0.112 0.005
N -3.900 4.194 -1.119 0.000
C -2.457 4.431 -1.422 -0.001
C -1.817 4.733 -0.072 0.009
O -2.468 5.219 0.813 0.006
O -0.571 4.323 -0.028 0.007
H -4.537 4.529 -1.833 0.000
H -4.028 4.689 -0.213 0.000
H -4.033 3.177 -0.975 0.000
H -2.336 5.297 -2.072 0.000
H -1.991 3.564 -1.880 0.002
C 0.403 -2.267 -0.632 0.029
C -0.506 -3.176 0.183 0.000
As -0.196 -5.083 -0.269 0.002
C -1.712 -5.836 0.719 0.001
C -2.223 -7.060 0.291 0.000
C -3.275 -7.664 0.958 0.000
C -3.827 -7.055 2.078 0.000
C -3.317 -5.846 2.523 0.000
C -2.263 -5.243 1.850 0.000
C -1.073 -5.069 -2.024 0.000
C -2.435 -4.827 -2.172 0.000
C -3.023 -4.856 -3.426 0.000
C -2.252 -5.113 -4.552 0.000
C -0.891 -5.343 -4.419 0.000
C -0.308 -5.326 -3.159 0.000
P 0.138 -0.457 -0.242 -0.032
C 0.295 -0.522 1.597 -0.051
C 1.351 -1.270 2.130 0.019
C 1.568 -1.329 3.495 0.000
C 0.747 -0.624 4.366 0.007
C -0.253 0.182 3.851 -0.009
C -0.469 0.246 2.478 0.069
C -1.634 -0.283 -0.717 -0.020
C -2.835 -0.251 0.294 0.001
C -4.056 -0.929 -0.172 -0.001
C -4.231 -1.304 -1.447 0.002
C -3.157 -1.200 -2.422 0.000
C -1.928 -0.810 -2.050 -0.004
H 0.216 -2.398 -1.699 0.001
H 1.455 -2.509 -0.466 0.001
H -1.557 -2.942 0.000 -0.001
H -0.303 -3.055 1.246 0.000
H -1.797 -7.537 -0.585 0.000
H -3.665 -8.612 0.608 0.000
H -4.649 -7.526 2.604 0.000
H -3.740 -5.370 3.399 0.000
H -1.875 -4.298 2.214 0.000
H -3.046 -4.623 -1.300 0.000
H -4.086 -4.677 -3.527 0.000
H -2.713 -5.141 -5.531 0.000
H -0.286 -5.546 -5.293 0.000
H 0.754 -5.518 -3.050 0.000
H 2.027 -1.802 1.474 0.001
H 2.382 -1.928 3.882 0.000
H 0.898 -0.691 5.436 0.000
H -0.878 0.768 4.514 0.000
H -1.240 0.908 2.116 -0.004
H -2.600 -0.435 1.338 0.001
H -4.830 -1.114 0.565 0.000
H -5.159 -1.773 -1.755 0.000
H -3.339 -1.526 -3.437 0.000
H -1.112 -0.833 -2.768 0.000
F -3.109 1.804 -1.304 0.002
B -2.339 1.093 -0.355 0.019
F -1.495 2.041 0.323 -0.015
```

The energy relative to the best compared isomer or geometry (same formula, charge and spin) comes out at 715.7 kJ/mol. The spin multiplicity is 6. Its expectation value of S² is 8.77. Its frontier orbital gap (spin up / spin down) is 5.6 / 6.5 eV.